DFT (ωB97M-V/def2-TZVPD) results for an isolated molecule of C3H3BrO at a distorted geometry.

The spin multiplicity is 1. The value obtained for the frontier orbital gap is 8.4 eV. Its SMILES is CC(Br)=C=O. As for the energy: -2765.29716 Eh.

CARTESIAN COORDINATES (ANGSTROEM)
C  -0.2244  -0.0534  0.0062
C  -1.5501  0.6863  -0.0074
Br  -3.0200  -0.6936  0.0702
C  -1.8903  1.9006  -0.0750
O  -2.3342  2.9354  0.0161
H  0.6319  0.4122  -0.5308
H  -0.1969  -1.0176  -0.5321
H  -0.0121  -0.3169  1.1654

DFT (ωB97M-V/def2-TZVPD) results for a cluster of 13 separate species, C39H39F13O39 in total at a distorted geometry.

The spin multiplicity is 1. The value obtained for the frontier orbital gap is 11.1 eV. As for the energy: -5742.35358 Eh.

CARTESIAN COORDINATES (ANGSTROEM)
C  3.1821  -2.2228  3.1174
C  1.8360  -2.6619  3.7220
O  1.3451  -1.4609  4.3801
C  2.2104  -0.4704  4.2329
O  2.1274  0.6400  4.6884
O  3.3337  -0.8744  3.5896
F  2.1080  -3.6064  4.6562
H  3.2772  -2.3227  2.0439
H  4.0876  -2.7373  3.5273
H  1.0732  -3.1660  3.1098
C  -1.1700  -5.7135  -0.4407
C  -0.5579  -6.6057  0.5902
O  0.3942  -5.7210  1.2038
C  0.6086  -4.6359  0.4962
O  1.4098  -3.8057  0.8603
O  -0.1987  -4.7111  -0.5714
F  0.1981  -7.6815  0.0504
H  -2.1242  -5.3060  -0.1556
H  -1.0961  -6.3379  -1.3676
H  -1.1790  -7.0853  1.3642
C  -0.7985  0.7613  6.0136
C  -1.7098  -0.3823  5.6756
O  -1.9671  -0.2125  4.2998
C  -1.4948  0.9760  3.8262
O  -1.7858  1.4077  2.7247
O  -0.8339  1.6333  4.7570
F  -2.9138  -0.1711  6.3783
H  0.2112  0.3564  6.0369
H  -1.1665  1.3404  6.8184
H  -1.4860  -1.4200  5.9353
C  6.5948  1.9032  1.0779
C  5.2859  1.5981  0.4468
O  5.4900  0.2318  -0.0445
C  6.8210  -0.1569  0.0525
O  7.1946  -1.2642  -0.1126
O  7.4713  0.9099  0.4645
F  4.9758  2.3863  -0.6499
H  6.6788  1.5674  2.1145
H  6.9794  2.8966  0.8781
H  4.4330  1.5776  1.1125
C  -4.9085  -2.1194  2.4141
C  -4.3805  -2.1043  1.0066
O  -3.2407  -2.8856  1.1268
C  -2.7621  -2.8722  2.3910
O  -1.6896  -3.2777  2.7237
O  -3.7172  -2.3317  3.2174
F  -4.1229  -0.7731  0.5737
H  -5.6467  -2.9201  2.6526
H  -5.4456  -1.1921  2.6034
H  -4.9962  -2.4872  0.2286
C  -4.4155  -3.1368  -4.3975
C  -3.5892  -4.4062  -4.4850
O  -3.7820  -5.1017  -3.3304
C  -4.3415  -4.2239  -2.4170
O  -4.5237  -4.4814  -1.2579
O  -4.6804  -3.0937  -2.9882
F  -2.3248  -3.9734  -4.5526
H  -5.3537  -3.3015  -4.8682
H  -3.9060  -2.1336  -4.6460
H  -3.7222  -5.1441  -5.2976
C  2.7457  1.8306  -5.1769
C  1.9971  1.7611  -3.8139
O  0.8109  1.1067  -4.0645
C  0.5824  0.9287  -5.3945
O  -0.3960  0.4908  -5.9206
O  1.7072  1.3257  -6.0743
F  1.7463  3.0536  -3.4188
H  3.6846  1.2655  -5.1440
H  2.8401  2.8700  -5.3977
H  2.4295  1.2735  -2.9486
C  1.2560  4.9353  3.5208
C  0.9385  3.5322  3.0525
O  2.2172  2.9683  2.6820
C  3.1809  3.9633  2.5765
O  4.2603  3.8277  2.2033
O  2.6023  5.1450  2.9370
F  0.2378  3.5197  1.8939
H  1.3010  5.0740  4.5977
H  0.5545  5.5987  3.0844
H  0.4724  2.8923  3.8121
C  2.6010  -2.6174  -4.5187
C  3.2196  -2.9612  -3.1495
O  4.0844  -1.8702  -2.8537
C  4.1344  -1.0767  -3.9316
O  4.8168  -0.1061  -3.9470
O  3.2923  -1.4686  -4.8491
F  3.9570  -4.0865  -3.2641
H  1.5297  -2.4911  -4.5172
H  2.9580  -3.4812  -5.2094
H  2.5867  -3.0040  -2.2529
C  -0.3520  -0.1704  0.4912
C  0.9966  0.3947  0.3425
O  1.2917  0.2040  -1.0739
C  0.5248  -0.8131  -1.5242
O  0.7117  -1.3522  -2.5619
O  -0.3705  -1.1048  -0.5314
F  1.9606  -0.2627  1.0450
H  -1.0452  0.6565  0.4021
H  -0.4649  -0.6180  1.4850
H  1.0534  1.4568  0.5627
C  -2.9444  0.4768  -2.6402
C  -3.2311  0.7274  -4.0152
O  -3.7364  2.0010  -4.0262
C  -4.0859  2.4521  -2.7694
O  -4.5669  3.4446  -2.5006
O  -3.6825  1.4928  -1.9526
F  -4.2302  -0.0259  -4.5259
H  -1.9200  0.6874  -2.4440
H  -3.2828  -0.5263  -2.3461
H  -2.3972  0.7021  -4.7288
C  1.3348  5.5915  -1.6802
C  2.2957  4.7032  -0.8933
O  1.6133  3.5637  -0.7346
C  0.2253  3.7746  -0.9347
O  -0.5937  2.9017  -0.8474
O  0.0377  4.9903  -1.4116
F  2.5715  5.3459  0.2468
H  1.4942  5.4963  -2.7761
H  1.2144  6.6429  -1.3254
H  3.2357  4.4803  -1.4305
C  -4.0100  3.0476  1.2801
C  -4.7885  2.7012  2.6026
O  -3.9930  3.3227  3.5529
C  -2.8144  3.7874  3.0791
O  -1.9458  4.1911  3.7337
O  -2.8437  3.7475  1.7204
F  -4.7533  1.3807  2.9637
H  -4.6732  3.5628  0.6272
H  -3.6658  2.1417  0.7621
H  -5.8149  3.1114  2.6628

DFT (ωB97M-V/def2-TZVPD) results for a structure of composition C47H62OP2SSiSn at a distorted geometry.

The spin multiplicity is 1. The value obtained for the frontier orbital gap is 6.5 eV. The net charge is +2. As for the energy: -3487.58635 Eh.

CARTESIAN COORDINATES (ANGSTROEM)
Sn  0.5625  0.9770  -0.8959
C  -0.6612  -3.0128  1.5052
Si  -1.2679  -1.7178  0.3474
C  -1.8079  -2.4504  -1.2570
C  -2.4719  -3.6797  -1.1214
C  -2.9127  -4.3702  -2.2369
C  -2.6750  -3.8542  -3.5024
C  -2.0328  -2.6366  -3.6484
C  -1.6033  -1.9189  -2.5337
P  -0.9110  -0.2473  -2.7546
C  0.3913  -0.4716  -4.0497
C  1.1825  0.8377  -4.3366
C  2.6931  0.6131  -4.3928
C  3.0189  -0.5817  -5.2825
C  2.3783  -1.8792  -4.7489
C  1.3299  -1.6235  -3.6622
C  -2.3426  0.5794  -3.5959
C  -3.5965  0.5531  -2.7067
C  -3.5571  1.6293  -1.6237
C  -3.3861  3.0041  -2.2627
C  -2.0769  3.0592  -3.0435
C  -2.0614  1.9903  -4.1348
C  -2.3859  -0.5493  1.2694
C  -3.5407  -1.2486  1.6407
C  -4.4087  -0.7348  2.5932
C  -4.1221  0.4797  3.1965
C  -2.9897  1.1896  2.8263
C  -2.1367  0.7052  1.8345
P  -0.6593  1.6286  1.3625
C  0.4796  1.6198  2.8020
C  0.6943  0.1704  3.2940
C  1.3672  0.1515  4.6792
C  2.2759  1.3629  4.8567
C  1.4529  2.6634  4.8337
C  0.1676  2.5238  3.9963
C  -1.0862  3.3683  0.8871
C  -2.1625  4.1182  1.6821
C  -2.3812  5.5117  1.0863
C  -1.0859  6.3129  1.0330
C  -0.0216  5.5667  0.2352
C  0.2229  4.1786  0.8245
H  -1.5143  -3.6542  1.7571
H  0.1113  -3.6332  1.0614
H  -0.2999  -2.5621  2.4271
H  -2.6539  -4.1063  -0.1422
H  -3.4317  -5.3117  -2.1202
H  -2.9977  -4.3991  -4.3793
H  -1.8616  -2.2536  -4.6470
H  -0.1515  -0.7509  -4.9595
H  0.8587  1.2421  -5.2973
H  0.9574  1.6137  -3.5973
H  3.1674  1.5133  -4.7848
H  3.0992  0.4586  -3.3871
H  2.6523  -0.3697  -6.2896
H  4.0984  -0.7012  -5.3642
H  1.9091  -2.4261  -5.5689
H  3.1422  -2.5393  -4.3361
H  0.7634  -2.5399  -3.4934
H  1.8226  -1.3896  -2.7140
H  -2.5095  -0.0826  -4.4530
H  -4.4588  0.7383  -3.3532
H  -3.7432  -0.4372  -2.2701
H  -4.4684  1.5862  -1.0249
H  -2.7175  1.4313  -0.9420
H  -4.2161  3.1707  -2.9561
H  -3.4398  3.7994  -1.5180
H  -1.9286  4.0428  -3.4903
H  -1.2343  2.8932  -2.3588
H  -2.8523  2.2159  -4.8557
H  -1.1231  2.0169  -4.6882
H  -3.7576  -2.2242  1.2145
H  -5.2856  -1.2975  2.8826
H  -4.7841  0.8815  3.9515
H  -2.7897  2.1406  3.2975
H  1.4242  1.9674  2.3619
H  -0.2669  -0.3489  3.3549
H  1.3119  -0.3622  2.5663
H  0.6082  0.1535  5.4647
H  1.9322  -0.7745  4.7917
H  2.8301  1.2902  5.7913
H  3.0220  1.3698  4.0569
H  1.1741  2.9520  5.8478
H  2.0605  3.4760  4.4305
H  -0.6203  2.0628  4.5972
H  -0.1811  3.5118  3.7036
H  -1.4686  3.2655  -0.1368
H  -3.1019  3.5639  1.6641
H  -1.8602  4.2293  2.7262
H  -2.7817  5.4116  0.0724
H  -3.1324  6.0376  1.6763
H  -1.2706  7.2903  0.5871
H  -0.7206  6.4908  2.0496
H  -0.3426  5.4693  -0.8075
H  0.9138  6.1272  0.2335
H  0.9803  3.6549  0.2310
H  0.6342  4.2881  1.8319
C  5.1431  -7.2381  3.4157
C  5.8483  -5.9251  3.5437
O  6.0928  -5.3445  4.5490
S  6.4208  -5.2210  1.9051
C  4.9952  -4.2926  1.4801
C  4.8746  -3.9025  0.1400
C  3.8273  -3.1078  -0.2658
C  2.8665  -2.6692  0.6568
C  2.9794  -3.0740  1.9898
C  4.0241  -3.8790  2.3971
C  1.8534  -1.7666  0.2265
C  1.0105  -0.9491  -0.1174
H  4.6882  -7.5163  4.3635
H  5.8799  -7.9917  3.1288
H  4.4025  -7.1930  2.6177
H  5.6169  -4.2276  -0.5767
H  3.7424  -2.8121  -1.3035
H  2.2574  -2.7413  2.7210
H  4.0974  -4.1589  3.4383